Entry A
{"formula": "C4H3F3", "method": "ωB97M-V/def2-TZVPD", "gap_ev": 10.600, "spin_multiplicity": 1, "homo_energy_ev": -9.76, "e_lumo_ev": 0.84, "symbols": ["F", "F", "F", "C", "C", "C", "C", "H", "H", "H"], "xyz": [[-1.00, 1.76, -0.77], [-1.79, -1.21, 0.89], [2.17, 0.92, 0.97], [2.25, -1.04, -0.54], [-1.81, 0.10, 0.69], [-1.20, 0.54, -0.38], [2.28, -0.06, 0.16], [-2.28, 0.79, 1.33], [-0.78, -0.14, -0.98], [2.17, -1.66, -1.38]], "nbo_charge": [-0.30, -0.31, -0.25, -0.41, 0.13, 0.17, 0.43, 0.17, 0.15, 0.24]}

***

Entry B
{"formula": "C4H3F3", "method": "ωB97M-V/def2-TZVPD", "gap_ev": 11.111, "spin_multiplicity": 1, "homo_energy_ev": -10.50, "e_lumo_ev": 0.61, "symbols": ["F", "F", "F", "C", "C", "C", "C", "H", "H", "H"], "xyz": [[1.58, -2.00, -0.35], [-0.01, 0.14, -2.41], [-1.52, -1.12, -1.39], [0.13, 0.05, 0.06], [-0.29, -0.51, -1.26], [0.71, -1.09, -0.41], [-0.14, 1.00, 1.21], [0.46, 1.97, 1.01], [0.28, 0.44, 2.09], [-1.22, 1.11, 1.45]], "nbo_charge": [-0.25, -0.33, -0.35, -0.07, 0.58, 0.36, -0.67, 0.25, 0.24, 0.25]}

***

Entry C
{"formula": "C4H3F3", "method": "ωB97M-V/def2-TZVPD", "gap_ev": 10.945, "spin_multiplicity": 1, "homo_energy_ev": -10.22, "e_lumo_ev": 0.73, "symbols": ["F", "F", "F", "C", "C", "C", "C", "H", "H", "H"], "xyz": [[-1.62, 1.03, 1.08], [-1.62, 1.11, -1.04], [-1.55, -2.32, -0.08], [-1.00, -1.07, -0.08], [-1.32, 0.35, -0.01], [1.50, 0.16, -0.01], [0.15, -0.38, -0.01], [2.25, -0.30, -0.61], [1.82, 0.22, 1.04], [1.39, 1.20, -0.28]], "nbo_charge": [-0.32, -0.32, -0.31, 0.30, 0.62, -0.68, -0.03, 0.24, 0.25, 0.24]}

***

Energy relative to the most stable one, in kcal/mol: entry A 45.1; entry B 0.0; entry C 6.1

***

Entry A
{"formula": "H24O12", "method": "ωB97M-V/def2-TZVPD", "gap_ev": [2.425, 10.197], "spin_multiplicity": 2, "homo_energy_ev": [0.28, -7.59], "s_squared": 0.751, "total_charge": -1, "e_lumo_ev": [2.71, 2.60], "symbols": ["O", "O", "O", "O", "O", "O", "O", "O", "O", "O", "O", "O", "H", "H", "H", "H", "H", "H", "H", "H", "H", "H", "H", "H", "H", "H", "H", "H", "H", "H", "H", "H", "H", "H", "H", "H"], "xyz": [[-3.51, 0.85, 1.15], [-2.83, -1.02, -2.40], [-0.18, 4.41, 1.92], [-0.08, -0.94, 0.56], [3.14, -1.76, -1.97], [2.89, -1.25, 2.92], [1.42, -3.64, 1.38], [2.04, 0.70, -1.18], [4.06, 2.04, 0.01], [-3.72, 1.65, -1.50], [-1.09, 2.08, -1.13], [-1.87, -3.04, -0.70], [-4.31, 0.55, 0.54], [-2.98, 1.79, -0.76], [4.15, 1.30, -0.57], [2.17, -1.70, -1.98], [3.84, 2.06, 0.92], [-0.47, 1.55, -0.87], [-2.39, -2.75, 0.06], [1.43, -4.51, 1.73], [-3.67, -1.14, -2.91], [-3.20, 2.21, -2.09], [-3.00, -0.19, -2.03], [2.43, 1.41, -0.72], [3.31, -2.78, -2.06], [0.62, -1.27, -0.02], [-1.86, -2.24, -1.26], [0.41, 3.85, 1.51], [2.41, -0.24, -0.90], [2.01, -0.92, 2.46], [2.15, -3.10, 1.71], [-4.07, 1.00, 1.96], [-0.30, 4.23, 2.76], [-0.89, -1.22, -0.02], [-0.93, 2.73, -0.35], [2.84, -0.70, 3.79]], "lowdin_spin": [0.04, 0.02, 0.09, 0.06, 0.04, 0.10, 0.04, 0.05, 0.07, 0.01, 0.04, 0.02, 0.01, 0.01, 0.02, 0.02, 0.05, 0.01, 0.01, 0.01, 0.00, 0.01, 0.01, 0.02, 0.01, 0.02, 0.01, 0.04, 0.02, 0.04, 0.02, 0.01, 0.02, 0.01, 0.02, 0.04]}

***

Entry B
{"formula": "H24O12", "method": "ωB97M-V/def2-TZVPD", "gap_ev": [2.617, 10.156], "spin_multiplicity": 2, "homo_energy_ev": [-0.01, -7.62], "s_squared": 0.751, "total_charge": -1, "e_lumo_ev": [2.61, 2.53], "symbols": ["O", "O", "O", "O", "O", "O", "O", "O", "O", "O", "O", "O", "H", "H", "H", "H", "H", "H", "H", "H", "H", "H", "H", "H", "H", "H", "H", "H", "H", "H", "H", "H", "H", "H", "H", "H"], "xyz": [[-2.07, -0.78, -2.47], [0.16, -0.40, 0.57], [-2.13, 2.74, 1.32], [2.98, 2.00, 0.21], [-2.62, 0.07, 1.66], [1.60, -1.21, 2.89], [-2.20, 1.47, -1.16], [-2.69, -2.48, 0.91], [1.78, 0.31, -1.60], [1.43, -3.48, 0.84], [4.05, -1.54, -0.29], [0.11, 2.74, -1.87], [-2.51, 1.70, -0.28], [2.65, 0.45, -1.99], [2.35, 1.62, -0.41], [1.76, -4.30, 0.47], [-3.39, -2.85, 0.37], [0.69, -0.04, -0.13], [-1.89, -2.66, 0.42], [1.31, -0.22, -2.24], [-1.91, 1.96, 1.83], [0.59, 3.54, -1.66], [2.88, 2.95, 0.11], [3.74, -1.87, -1.13], [1.79, -2.80, 0.28], [0.64, 2.04, -1.47], [3.62, -0.69, -0.18], [-1.73, 2.24, -1.45], [-0.72, -0.07, 0.40], [0.91, -1.16, 3.55], [-2.16, -0.11, 2.47], [-2.04, 0.06, -2.01], [-2.74, 3.22, 1.88], [1.15, -1.02, 2.06], [-2.61, -0.75, 1.17], [-2.79, -0.69, -3.09]], "lowdin_spin": [0.03, 0.04, 0.01, 0.07, 0.01, 0.01, 0.02, 0.01, 0.22, 0.03, 0.07, 0.07, 0.00, 0.10, 0.02, 0.00, 0.00, 0.02, 0.00, 0.08, 0.00, 0.02, 0.02, 0.04, 0.01, 0.02, 0.02, 0.01, 0.01, 0.00, 0.00, 0.00, 0.00, 0.00, 0.00, 0.00]}

***

Energy relative to the most stable one, in kcal/mol: entry A 79.8; entry B 0.0

***

Entry A
{"formula": "H24O12", "method": "ωB97M-V/def2-TZVPD", "gap_ev": [2.497, 10.631], "spin_multiplicity": 2, "homo_energy_ev": [0.15, -8.11], "s_squared": 0.751, "total_charge": -1, "e_lumo_ev": [2.65, 2.52], "symbols": ["O", "O", "O", "O", "O", "O", "O", "O", "O", "O", "O", "O", "H", "H", "H", "H", "H", "H", "H", "H", "H", "H", "H", "H", "H", "H", "H", "H", "H", "H", "H", "H", "H", "H", "H", "H"], "xyz": [[-1.09, 1.07, 0.13], [1.02, -0.48, 1.64], [-2.64, -2.60, 0.73], [-1.67, -1.76, -1.69], [-0.09, -2.78, 0.36], [-0.96, 1.76, 3.40], [2.14, -0.15, 3.91], [0.45, 1.63, -3.89], [-1.78, 0.24, -3.36], [4.36, 0.59, -0.20], [-1.59, 3.87, -0.63], [2.04, -1.27, -0.73], [-2.73, -2.60, 1.69], [2.55, 0.58, 4.39], [-0.61, -3.60, 0.12], [-0.57, 2.36, 4.02], [-1.68, -1.92, -2.66], [-1.90, 1.56, 3.37], [-1.81, -2.64, -1.32], [-1.16, 0.65, -2.72], [1.61, -0.84, -1.47], [1.34, 1.26, -4.00], [1.83, -0.86, 0.11], [-1.41, 4.13, -1.55], [-0.10, 0.82, -3.96], [-0.69, 0.27, 0.51], [-1.53, 1.63, 0.77], [0.70, -2.94, -0.30], [1.32, 0.34, 3.69], [-1.96, -1.93, 0.37], [-2.51, 0.52, -2.78], [0.19, -0.82, 1.99], [-1.66, 2.88, -0.75], [1.74, -1.00, 2.01], [3.86, 1.27, 0.29], [3.67, -0.09, -0.22]], "lowdin_spin": [0.08, 0.07, 0.07, 0.03, 0.04, 0.14, 0.05, 0.02, 0.02, 0.02, 0.03, 0.02, 0.03, 0.02, 0.01, 0.04, 0.01, 0.07, 0.01, 0.01, 0.01, 0.00, 0.01, 0.00, 0.00, 0.02, 0.03, 0.01, 0.02, 0.02, 0.01, 0.05, 0.01, 0.02, 0.01, 0.00]}

***

Entry B
{"formula": "H24O12", "method": "ωB97M-V/def2-TZVPD", "gap_ev": [3.245, 10.020], "spin_multiplicity": 2, "homo_energy_ev": [-0.46, -7.32], "s_squared": 0.750, "total_charge": -1, "e_lumo_ev": [2.78, 2.70], "symbols": ["O", "O", "O", "O", "O", "O", "O", "O", "O", "O", "O", "O", "H", "H", "H", "H", "H", "H", "H", "H", "H", "H", "H", "H", "H", "H", "H", "H", "H", "H", "H", "H", "H", "H", "H", "H"], "xyz": [[13.59, -26.76, 4.85], [17.14, -27.82, 0.80], [14.03, -26.47, -1.85], [10.86, -27.45, 1.92], [13.08, -28.26, 0.06], [15.41, -28.29, 2.98], [13.80, -25.72, 2.37], [15.62, -25.42, 0.43], [15.81, -24.99, 4.82], [12.68, -22.82, 2.51], [10.88, -24.76, 2.48], [11.66, -22.54, 4.91], [11.12, -26.56, 2.15], [14.58, -25.84, -1.39], [10.20, -27.69, 2.57], [15.11, -25.62, 4.64], [16.42, -27.38, 0.34], [14.72, -28.18, 3.63], [13.73, -26.48, 3.95], [11.68, -24.24, 2.56], [16.17, -28.58, 3.48], [13.22, -27.50, -0.51], [12.21, -23.07, 5.48], [16.71, -28.35, 1.47], [12.55, -27.92, 0.78], [16.24, -25.09, 1.08], [15.44, -24.67, -0.14], [12.90, -22.78, 1.58], [13.44, -24.84, 2.49], [14.33, -25.65, 1.58], [11.93, -22.79, 4.02], [10.49, -24.49, 1.65], [16.39, -25.44, 5.42], [12.70, -27.11, 4.87], [14.45, -26.57, -2.71], [12.33, -21.95, 2.70]], "lowdin_spin": [0.01, 0.02, 0.06, 0.01, 0.01, 0.01, 0.05, 0.13, 0.02, 0.21, 0.05, 0.03, 0.00, 0.02, 0.00, 0.00, 0.01, 0.00, 0.00, 0.01, 0.00, 0.00, 0.01, 0.00, 0.00, 0.02, 0.07, 0.12, 0.02, 0.01, 0.01, 0.02, 0.00, 0.00, 0.01, 0.04]}

***

Energy relative to the most stable one, in kcal/mol: entry A 39.8; entry B 0.0

***

Entry A
{"formula": "C2H6N2O2", "method": "ωB97M-V/def2-TZVPD", "gap_ev": 9.085, "spin_multiplicity": 1, "homo_energy_ev": -8.58, "e_lumo_ev": 0.51, "symbols": ["O", "O", "N", "N", "C", "C", "H", "H", "H", "H", "H", "H"], "xyz": [[-1.44, -1.59, 0.76], [0.40, -0.76, -0.23], [-1.61, -0.85, -1.33], [0.75, 1.79, 0.45], [1.99, 1.64, 0.69], [-0.82, -0.90, -0.23], [2.60, 2.46, 1.08], [-1.19, -0.63, -2.23], [-2.56, -1.17, -1.26], [2.56, 0.75, 0.36], [-0.79, -1.61, 1.49], [0.12, 0.85, 0.45]], "nbo_charge": [-0.69, -0.65, -0.83, -0.64, -0.05, 0.86, 0.15, 0.42, 0.41, 0.14, 0.50, 0.36]}

***

Entry B
{"formula": "C2H6N2O2", "method": "ωB97M-V/def2-TZVPD", "gap_ev": 10.725, "spin_multiplicity": 1, "homo_energy_ev": -9.82, "e_lumo_ev": 0.91, "symbols": ["O", "O", "N", "N", "C", "C", "H", "H", "H", "H", "H", "H"], "xyz": [[-6.02, 3.66, 2.84], [-3.70, -1.01, 4.97], [-2.29, -2.17, 3.71], [-6.09, 4.16, 0.67], [-3.20, -2.09, 4.69], [-5.47, 3.88, 1.80], [-7.11, 4.12, 0.59], [-4.39, 3.61, 1.65], [-3.39, -3.05, 5.22], [-2.15, -1.33, 3.15], [-1.94, -3.07, 3.38], [-5.51, 4.23, -0.17]], "nbo_charge": [-0.60, -0.61, -0.82, -0.81, 0.51, 0.51, 0.41, 0.10, 0.11, 0.41, 0.39, 0.39]}

***

Energy relative to the most stable one, in kcal/mol: entry A 27.9; entry B 0.0

***

Entry A
{"formula": "C2H6N2O2", "method": "ωB97M-V/def2-TZVPD", "gap_ev": 9.648, "spin_multiplicity": 1, "homo_energy_ev": -8.84, "e_lumo_ev": 0.81, "symbols": ["O", "O", "N", "N", "C", "C", "H", "H", "H", "H", "H", "H"], "xyz": [[1.82, -0.63, -0.01], [-2.87, 0.07, 0.42], [0.59, 0.05, -0.15], [-1.76, 0.40, -0.35], [2.73, 0.45, 0.19], [-0.57, -0.48, -0.10], [-1.53, 1.40, -0.38], [2.41, 1.31, 0.87], [-3.21, -0.54, -0.46], [3.02, 0.96, -0.82], [-0.80, -1.53, 0.10], [3.69, -0.08, 0.34]], "nbo_charge": [-0.38, -0.54, -0.22, -0.38, -0.27, 0.19, 0.37, 0.20, 0.49, 0.17, 0.17, 0.20]}

***

Entry B
{"formula": "C2H6N2O2", "method": "ωB97M-V/def2-TZVPD", "gap_ev": 7.205, "spin_multiplicity": 1, "homo_energy_ev": -6.49, "e_lumo_ev": 0.71, "symbols": ["O", "O", "N", "N", "C", "C", "H", "H", "H", "H", "H", "H"], "xyz": [[-0.38, -1.76, -2.08], [-1.54, 0.02, -0.38], [0.34, 1.51, 1.26], [0.32, -1.27, -0.97], [-0.27, -0.40, -0.12], [0.63, 0.26, 0.68], [-1.75, 0.64, 0.35], [1.04, 1.79, 1.94], [1.38, -1.00, -0.69], [0.21, 2.24, 0.56], [-1.32, -1.70, -1.82], [1.33, -0.34, 1.27]], "nbo_charge": [-0.53, -0.69, -0.86, -0.38, 0.45, -0.36, 0.51, 0.38, 0.44, 0.36, 0.48, 0.20]}

***

Energy relative to the most stable one, in kcal/mol: entry A 22.7; entry B 0.0

***

Entry A
{"formula": "C2H6N2O2", "method": "ωB97M-V/def2-TZVPD", "gap_ev": 8.806, "spin_multiplicity": 1, "homo_energy_ev": -9.85, "e_lumo_ev": -1.04, "symbols": ["O", "O", "N", "N", "C", "C", "H", "H", "H", "H", "H", "H"], "xyz": [[0.80, 1.56, 0.17], [-0.51, -0.17, -1.67], [-2.21, 0.86, 0.18], [-1.12, 0.43, 0.55], [-0.08, -0.17, -0.55], [0.88, -1.16, 0.03], [0.47, -2.16, -0.10], [1.68, 1.30, 0.46], [-0.44, 1.00, 1.15], [1.08, -0.97, 1.09], [1.82, -1.10, -0.52], [-2.35, 0.57, -0.81]], "nbo_charge": [-1.01, -0.60, -0.17, -0.21, 0.72, -0.71, 0.24, 0.45, 0.47, 0.23, 0.25, 0.35]}

***

Entry B
{"formula": "C2H6N2O2", "method": "ωB97M-V/def2-TZVPD", "gap_ev": 8.147, "spin_multiplicity": 1, "homo_energy_ev": -9.02, "e_lumo_ev": -0.87, "symbols": ["O", "O", "N", "N", "C", "C", "H", "H", "H", "H", "H", "H"], "xyz": [[0.74, 1.61, 0.02], [0.63, -0.54, -0.66], [-2.16, -0.53, 0.04], [-1.32, 0.63, -0.85], [0.07, 0.62, -0.37], [2.02, -0.51, -0.06], [2.84, 0.24, -0.62], [1.98, -0.35, 1.15], [-3.50, -0.52, -0.27], [-1.92, -0.61, 1.44], [2.40, -1.52, -0.32], [-1.79, 1.48, 0.50]], "nbo_charge": [-0.61, -0.49, -0.80, -0.39, 0.82, -0.29, 0.22, 0.22, 0.41, 0.36, 0.20, 0.36]}

***

Energy relative to the most stable one, in kcal/mol: entry A 0.0; entry B 140.8